# C5H5N

C5H5N in the gas phase (the ωB97M-V functional and the def2-TZVPD basis, OMol25).

Each atom is followed by the atoms it is bonded to, with distances in Å.
Atoms and positions in Å:
1 C -1.110 -0.104 -0.022  C2 1.499, H7 1.158, H8 1.099, H9 1.170
2 C -0.104 0.946 -0.385  C1 1.499, C3 1.523, C4 1.547, H10 1.040
3 C 1.327 0.542 -0.712  C2 1.523, C4 1.492, C5 1.319
4 C 1.039 1.087 0.647  C2 1.547, C3 1.492, C5 1.871
5 C 2.431 0.110 -0.133  C3 1.319, C4 1.871, N6 1.189
6 N 3.420 -0.516 0.079  C5 1.189, H11 1.007
7 H -1.722 -0.110 0.961  C1 1.158
8 H -0.645 -1.083 -0.200  C1 1.099
9 H -1.845 0.025 -0.924  C1 1.170
10 H -0.416 1.869 -0.751  C2 1.040
11 H 4.060 -0.286 0.820  N6 1.007

## Properties
Frontier orbital gap (eV): 9.8
Total charge: 0
Energy above the lowest of the compared OMol25 structures with the same formula, charge and spin (kcal per mole): 148.87
SMILES string: CC1c2c1c2=N
Calculated total energy (a.u.): -248.03780

Atomic partial charges in e from the Löwdin method, atoms 1 to 4:
1. C -0.10
2. C -0.33
3. C -0.08
4. C 0.16